{
  "formula": "C81H202N14O",
  "method": "ωB97M-V/def2-TZVPD",
  "symbols": ["C", "C", "N", "C", "C", "C", "C", "H", "H", "H", "H", "H", "H", "H", "H", "H", "H", "H", "H", "H", "H", "H", "C", "C", "N", "C", "C", "C", "C", "H", "H", "H", "H", "H", "H", "H", "H", "H", "H", "H", "H", "H", "H", "H", "C", "C", "N", "C", "C", "C", "C", "H", "H", "H", "H", "H", "H", "H", "H", "H", "H", "H", "H", "H", "H", "H", "C", "C", "N", "C", "C", "C", "C", "H", "H", "H", "H", "H", "H", "H", "H", "H", "H", "H", "H", "H", "H", "H", "C", "C", "N", "C", "C", "C", "C", "H", "H", "H", "H", "H", "H", "H", "H", "H", "H", "H", "H", "H", "H", "H", "C", "C", "N", "C", "C", "C", "C", "H", "H", "H", "H", "H", "H", "H", "H", "H", "H", "H", "H", "H", "H", "H", "C", "C", "N", "C", "C", "C", "C", "H", "H", "H", "H", "H", "H", "H", "H", "H", "H", "H", "H", "H", "H", "H", "C", "C", "N", "C", "C", "C", "C", "H", "H", "H", "H", "H", "H", "H", "H", "H", "H", "H", "H", "H", "H", "H", "C", "C", "N", "C", "C", "C", "C", "H", "H", "H", "H", "H", "H", "H", "H", "H", "H", "H", "H", "H", "H", "H", "C", "C", "N", "C", "C", "C", "C", "H", "H", "H", "H", "H", "H", "H", "H", "H", "H", "H", "H", "H", "H", "H", "C", "C", "N", "C", "C", "C", "C", "H", "H", "H", "H", "H", "H", "H", "H", "H", "H", "H", "H", "H", "H", "H", "C", "C", "N", "C", "C", "C", "C", "H", "H", "H", "H", "H", "H", "H", "H", "H", "H", "H", "H", "H", "H", "H", "C", "C", "N", "C", "C", "C", "C", "H", "H", "H", "H", "H", "H", "H", "H", "H", "H", "H", "H", "H", "H", "H", "C", "C", "O", "N", "C", "H", "H", "H", "H", "H", "H", "H"],
  "positions_angstrom": [[5.54705, -9.08107, 1.69974], [4.31283, -8.57675, 1.01112], [3.34977, -8.06194, 2.00016], [2.33587, -7.28727, 1.29770], [2.93349, -6.03016, 0.64397], [2.72322, -9.12790, 2.81327], [1.96678, -8.52725, 3.97371], [5.37146, -9.85722, 2.44463], [6.03574, -8.35151, 2.34551], [6.21632, -9.46709, 0.93086], [4.67181, -7.88202, 0.25178], [3.74594, -9.37417, 0.53066], [1.81064, -7.87451, 0.54445], [1.53814, -6.99318, 1.97978], [2.14753, -5.37880, 0.26174], [3.55432, -5.46143, 1.33622], [3.60437, -6.21653, -0.19465], [3.49076, -9.77996, 3.23018], [2.05923, -9.80440, 2.27516], [1.06747, -7.96941, 3.71265], [2.59066, -7.92912, 4.63788], [1.57168, -9.35281, 4.56568], [-2.54650, -3.44329, -1.51500], [-3.56188, -4.25958, -2.27043], [-4.09827, -3.62239, -3.44136], [-4.90253, -2.40894, -3.17661], [-5.95293, -2.57948, -2.09142], [-3.26108, -3.29298, -4.54185], [-2.49172, -4.52601, -5.12697], [-2.12180, -4.05225, -0.71694], [-3.04938, -2.54246, -1.16326], [-1.74239, -3.12567, -2.17879], [-3.14912, -5.23453, -2.52967], [-4.35168, -4.60557, -1.60364], [-4.18693, -1.61195, -2.97455], [-5.46598, -2.16384, -4.07692], [-6.58758, -1.69779, -2.00227], [-6.56760, -3.47524, -2.18026], [-5.49280, -2.72978, -1.11479], [-2.59132, -2.49738, -4.21548], [-3.74582, -2.87249, -5.42294], [-1.83204, -4.88705, -4.33793], [-1.89926, -4.22950, -5.99253], [-3.16300, -5.32525, -5.44114], [1.56737, -0.34787, 5.91309], [2.34511, 0.65495, 5.00310], [3.69916, 1.05002, 5.41964], [3.68627, 1.68569, 6.76172], [5.05876, 2.03328, 7.37264], [4.37851, 1.99821, 4.45664], [4.76934, 1.20107, 3.16811], [2.22378, -0.98617, 6.50452], [1.05056, -1.06846, 5.27924], [0.87259, 0.07495, 6.63877], [2.32907, 0.26742, 3.98444], [1.58820, 1.42662, 4.86262], [3.16184, 2.62696, 6.59715], [3.15192, 1.12948, 7.53192], [4.93878, 2.01320, 8.45583], [5.93521, 1.45833, 7.07371], [5.33877, 3.06940, 7.18250], [5.27155, 2.46444, 4.87283], [3.71899, 2.82983, 4.20858], [5.58519, 1.70652, 2.65139], [3.99509, 1.12084, 2.40509], [5.26147, 0.26221, 3.42198], [3.58566, -3.87590, -6.22544], [3.96120, -2.67294, -5.37734], [5.28761, -2.83247, -4.77711], [5.69765, -1.54012, -4.17516], [7.16797, -1.53093, -3.70521], [5.41293, -3.94461, -3.75307], [4.46831, -3.81727, -2.56104], [4.45192, -4.03525, -6.86754], [2.77058, -3.61479, -6.90040], [3.34831, -4.75184, -5.62170], [4.05273, -1.81049, -6.03756], [3.21892, -2.40260, -4.62631], [5.05438, -1.09307, -3.41724], [5.67184, -0.82784, -4.99983], [7.32894, -2.07352, -2.77366], [7.53385, -0.51139, -3.58367], [7.78430, -2.02366, -4.45718], [5.19987, -4.87904, -4.27223], [6.45274, -4.01709, -3.43426], [4.65301, -4.66826, -1.90544], [4.58339, -2.84809, -2.07572], [3.46298, -3.94129, -2.96357], [5.90220, 2.40199, -3.70240], [5.31413, 3.03698, -2.43140], [4.71850, 2.04042, -1.53684], [3.72138, 2.58611, -0.57829], [2.41207, 2.83584, -1.36320], [5.82761, 1.30345, -0.85985], [5.42380, -0.07915, -0.25660], [6.34830, 3.19739, -4.29943], [5.09752, 2.08262, -4.36465], [6.68583, 1.66296, -3.53545], [6.06477, 3.66909, -1.95699], [4.49499, 3.65754, -2.79472], [3.47326, 1.93560, 0.26039], [4.00891, 3.50210, -0.06215], [2.50514, 3.63834, -2.09494], [2.08511, 1.96068, -1.92471], [1.57327, 3.17943, -0.75785], [6.28413, 1.98714, -0.14412], [6.59497, 0.99783, -1.57109], [6.32774, -0.64504, -0.03134], [5.04429, -0.78509, -0.99532], [4.64884, -0.09230, 0.50980], [-2.23188, -0.44078, 4.78176], [-2.46842, -1.72893, 5.55323], [-2.82805, -1.42527, 6.94600], [-3.56606, -2.51423, 7.57509], [-2.77010, -3.68885, 8.15515], [-1.79513, -0.80056, 7.76646], [-2.45738, -0.25524, 9.08400], [-2.85852, 0.37019, 5.15290], [-2.50745, -0.57293, 3.73548], [-1.16335, -0.24165, 4.86362], [-3.24068, -2.26670, 5.00323], [-1.61554, -2.40008, 5.45191], [-4.21422, -2.14398, 8.36938], [-4.27280, -2.85982, 6.82064], [-2.03486, -3.93376, 7.38864], [-2.27655, -3.37339, 9.07439], [-3.31861, -4.58785, 8.43627], [-1.39985, 0.06115, 7.22858], [-0.95361, -1.44772, 8.01370], [-1.78742, 0.45925, 9.56229], [-2.69708, -1.06786, 9.76978], [-3.30521, 0.35277, 8.76838], [-4.25323, 5.56273, 1.48212], [-4.86202, 4.95573, 0.24522], [-3.83737, 4.64373, -0.80431], [-2.75569, 3.74515, -0.38648], [-1.55468, 3.71223, -1.46343], [-4.59997, 4.14934, -2.02769], [-5.14675, 5.37462, -2.81207], [-5.04351, 5.77296, 2.20279], [-3.63886, 6.44133, 1.28541], [-3.67104, 4.84342, 2.05810], [-5.41222, 4.04627, 0.48660], [-5.63082, 5.59751, -0.18510], [-2.32285, 4.06453, 0.56155], [-3.12180, 2.74400, -0.15898], [-1.21487, 4.71868, -1.70774], [-0.62777, 3.27510, -1.09213], [-1.88866, 3.31963, -2.42386], [-5.36283, 3.42080, -1.75314], [-3.94089, 3.63673, -2.72836], [-5.59259, 5.09157, -3.76559], [-4.31536, 6.06653, -2.94679], [-5.94618, 5.89980, -2.28939], [-7.53245, 1.13724, -3.41251], [-7.01294, 2.06293, -4.52034], [-5.92929, 1.51067, -5.36759], [-5.63094, 2.49212, -6.39550], [-6.67851, 2.57010, -7.53899], [-4.72051, 1.15463, -4.59792], [-3.74130, 0.33174, -5.42067], [-7.84113, 0.16317, -3.79199], [-8.45576, 1.56472, -3.02154], [-6.87180, 1.03705, -2.55135], [-7.86233, 2.23110, -5.18244], [-6.75166, 3.02723, -4.08449], [-4.66075, 2.26672, -6.83827], [-5.52438, 3.47220, -5.93054], [-6.19255, 3.21322, -8.27271], [-7.58522, 3.13415, -7.32028], [-6.92231, 1.59722, -7.96580], [-4.20993, 2.01074, -4.15691], [-5.09780, 0.55810, -3.76732], [-4.24232, -0.51129, -5.89646], [-3.28469, 0.94073, -6.20089], [-2.92706, -0.05735, -4.80934], [1.93941, 4.54415, 2.05727], [1.60810, 5.87456, 2.69596], [2.68108, 6.20571, 3.64363], [2.43907, 5.55773, 4.96156], [3.74658, 5.55810, 5.73840], [2.82497, 7.68743, 3.80330], [3.46292, 8.34726, 2.60150], [2.08532, 3.78245, 2.82319], [2.88228, 4.66180, 1.52318], [1.10777, 4.23991, 1.42174], [1.50661, 6.59928, 1.88813], [0.67704, 5.88082, 3.26268], [1.63841, 6.03707, 5.52483], [2.14289, 4.51594, 4.83886], [4.07852, 6.52860, 6.10725], [3.66158, 4.92211, 6.61952], [4.51219, 5.14252, 5.08324], [3.47162, 7.90835, 4.65250], [1.90235, 8.19274, 4.08884], [2.91907, 8.37169, 1.65718], [4.38077, 7.82352, 2.33439], [3.72564, 9.34353, 2.95722], [-0.25298, 3.44808, -4.75644], [0.27048, 3.61391, -6.19205], [0.81255, 5.01832, -6.34308], [1.83451, 5.43967, -5.36650], [3.01975, 4.45858, -5.37510], [1.16305, 5.37781, -7.69461], [1.37418, 6.90698, -7.94326], [-0.93182, 2.60201, -4.64946], [-0.85237, 4.30262, -4.44245], [0.57279, 3.24074, -4.07585], [1.00267, 2.82770, -6.37609], [-0.58554, 3.56127, -6.86476], [2.19522, 6.45157, -5.55103], [1.30951, 5.49760, -4.41302], [3.60390, 4.41115, -6.29413], [3.73089, 4.76195, -4.60676], [2.77905, 3.43638, -5.08311], [0.35480, 5.03108, -8.33850], [2.02289, 4.79591, -8.02652], [2.37807, 7.24257, -7.68312], [0.62281, 7.44447, -7.36476], [1.29969, 7.01465, -9.02537], [2.00028, -1.72542, -0.36125], [0.47181, -1.53938, -0.42737], [-0.01306, -0.20486, -0.06616], [0.09795, -0.11221, 1.41114], [-0.15345, 1.26972, 1.86229], [-1.41205, 0.04259, -0.48657], [-1.56221, 0.03375, -2.00934], [2.35479, -2.62313, -0.86776], [2.34025, -1.77000, 0.67341], [2.44996, -0.86353, -0.85424], [0.19413, -1.70878, -1.46771], [-0.03886, -2.27723, 0.19141], [-0.65319, -0.72282, 1.91219], [1.08583, -0.46858, 1.70300], [0.00147, 1.34141, 2.93884], [0.46241, 2.02727, 1.37759], [-1.22232, 1.47036, 1.78906], [-1.61484, 1.08169, -0.22726], [-2.08954, -0.62507, 0.04571], [-0.83265, 0.69519, -2.47662], [-2.57918, 0.25332, -2.33439], [-1.38180, -0.94749, -2.44833], [-5.06718, -1.82973, 2.20496], [-6.23022, -0.83138, 2.42688], [-6.31503, 0.17254, 1.32582], [-5.07976, 1.00992, 1.18773], [-4.67939, 1.73313, 2.48854], [-7.61724, 0.85688, 1.45648], [-7.90849, 1.75571, 0.19287], [-4.06495, -1.41934, 2.32830], [-5.14559, -2.33134, 1.24042], [-5.22211, -2.61128, 2.94879], [-7.19160, -1.34467, 2.44679], [-6.10654, -0.39165, 3.41654], [-5.17549, 1.68905, 0.34055], [-4.28626, 0.33941, 0.85775], [-5.55702, 2.27799, 2.83637], [-3.82240, 2.36499, 2.25522], [-4.35664, 1.14926, 3.35053], [-8.43583, 0.15395, 1.61111], [-7.62658, 1.42915, 2.38412], [-8.01747, 1.21185, -0.74545], [-8.78667, 2.37198, 0.38553], [-7.10482, 2.49010, 0.13914], [2.04819, -5.17071, 6.75552], [1.39708, -3.96988, 6.06289], [0.92166, -4.06981, 4.67210], [-0.17498, -4.99344, 4.52366], [-1.05105, -4.61502, 3.22366], [1.91625, -4.40174, 3.68035], [2.66880, -3.09944, 3.44493], [3.05008, -5.35944, 6.36991], [1.46714, -6.09236, 6.72318], [2.27090, -4.98011, 7.80537], [0.52815, -3.68566, 6.65641], [2.08240, -3.12617, 6.14408], [0.22533, -6.00727, 4.52441], [-0.83540, -4.81536, 5.37233], [-0.58766, -4.91951, 2.28523], [-1.98229, -5.18144, 3.23057], [-1.27160, -3.54771, 3.20610], [1.51257, -4.76539, 2.73541], [2.71960, -5.04903, 4.03213], [3.08939, -2.59111, 4.31257], [1.96499, -2.41241, 2.97511], [3.42402, -3.29847, 2.68459], [-0.38125, -1.40749, -7.11988], [0.09599, -1.05732, -5.75970], [-0.47781, -1.62041, -4.84474], [1.09798, -0.20329, -5.69869], [1.84277, 0.17273, -4.47163], [-1.32459, -0.89641, -7.31224], [-0.54203, -2.47820, -7.24574], [0.31679, -0.94571, -7.81817], [1.47584, 0.26803, -6.50812], [1.45231, 1.17097, -4.27374], [2.91347, 0.20671, -4.67300], [1.58228, -0.48905, -3.64562]],
  "total_energy_ha": -4048.9150,
  "e_homo_ev": -7.61
}